# 1
Entry from the Open Molecules 2025 dataset: C25H19ClN4O4S2 in the gas phase (ωB97M-V/def2-TZVPD).

Last column: natural (NBO) charge in e.
Atoms and positions in Å:
Cl 3.06 0.52 0.95  0.015
S 2.85 -2.46 2.42  2.315
S 1.50 -6.27 3.75  0.349
O -2.49 3.17 1.29  -0.579
O 3.94 -1.77 3.04  -0.934
O -3.02 0.81 -0.33  -0.595
O 3.04 -3.00 1.11  -0.911
N 2.51 -3.74 3.51  -0.856
N 0.52 -4.29 2.43  -0.499
N -1.21 1.94 -1.07  -0.629
N -1.55 1.43 2.36  -0.620
C 1.17 -0.70 3.61  -0.156
C 1.69 2.34 -0.58  -0.122
C -0.33 -5.33 2.27  -0.029
C 3.73 2.44 -2.50  -0.198
C 1.38 -1.48 2.50  -0.370
C -3.90 1.10 -5.24  -0.188
C 1.59 3.16 -1.70  -0.159
C 0.01 -6.48 2.90  -0.456
C -3.78 0.25 -3.01  -0.169
C 2.59 3.21 -2.65  -0.228
C -2.53 2.21 -3.61  -0.198
C 0.54 -1.43 1.40  -0.072
C -1.69 2.27 1.29  0.690
C 0.64 2.31 0.44  -0.231
C -2.90 1.26 -2.66  -0.094
C -0.67 2.13 0.19  0.109
C 2.86 1.58 -0.43  0.002
C -0.48 -0.50 1.38  -0.264
C -3.03 2.13 -4.90  -0.215
C -2.41 1.31 -1.26  0.665
C 3.86 1.63 -1.38  -0.220
C -4.27 0.16 -4.30  -0.213
C 0.14 0.23 3.60  -0.250
C -0.64 0.37 2.45  0.192
C 1.52 -4.61 3.17  0.247
H -2.75 2.87 -5.63  0.217
H -0.02 0.88 4.44  0.221
H 4.74 1.02 -1.25  0.233
H -4.95 -0.63 -4.57  0.218
H -0.50 -7.42 2.93  0.243
H -4.28 1.04 -6.25  0.217
H -0.60 2.10 -1.87  0.419
H 1.84 -0.78 4.45  0.238
H 0.73 3.81 -1.80  0.207
H 0.73 -2.09 0.57  0.241
H 3.29 -4.09 4.03  0.427
H -1.15 -0.43 0.54  0.241
H -2.09 1.68 3.18  0.416
H -1.88 3.04 -3.35  0.211
H -1.21 -5.18 1.67  0.214
H 2.48 3.86 -3.51  0.217
H -4.07 -0.47 -2.26  0.234
H 0.96 2.41 1.46  0.236
H 4.51 2.47 -3.24  0.220

The value obtained for the lowest unoccupied orbital energy is 0.143 eV.


# 2
Entry from the Open Molecules 2025 dataset: C25H19N3O3S in the gas phase (ωB97M-V/def2-TZVPD).

Last column: natural (NBO) charge in e.
Atoms and positions in Å:
S -0.33 1.34 0.65  0.300
O 2.33 0.30 -3.35  -0.583
O -0.03 4.52 -4.15  -0.487
O -1.87 0.99 3.89  -0.548
N -1.35 -3.03 1.78  -0.509
N 1.78 -0.24 0.62  -0.585
N 1.14 0.66 -1.45  -0.491
C -1.12 0.97 -2.30  -0.266
C 1.00 0.48 -0.10  0.334
C 4.20 -1.35 -1.92  -0.133
C 0.59 2.61 -2.77  -0.316
C 0.18 1.43 -2.17  0.241
C 3.10 -0.71 -1.34  -0.231
C 4.76 -2.29 0.22  -0.170
C 3.68 -1.67 0.80  -0.250
C 5.02 -2.13 -1.14  -0.236
C -0.32 3.36 -3.51  0.318
C -3.50 -4.00 2.62  -0.232
C -1.21 0.37 3.08  0.566
C -3.80 -1.45 3.82  -0.204
C -4.75 -2.44 3.97  -0.227
C -1.64 2.90 -3.63  -0.234
C -0.73 -1.84 1.91  0.049
C -2.67 -1.74 3.06  0.001
C -4.61 -3.69 3.38  -0.214
C 2.84 -0.87 0.03  0.259
C -0.01 1.03 2.42  -0.638
C 2.21 0.10 -2.16  0.671
C -1.50 -0.99 2.68  -0.276
C -2.03 1.73 -3.02  -0.187
C -2.54 -3.02 2.46  0.111
C 1.29 4.99 -4.12  -0.255
H -3.05 1.38 -3.13  0.221
H 5.42 -2.91 0.82  0.217
H -2.33 3.50 -4.20  0.226
H -0.98 -3.82 1.27  0.417
H 3.47 -1.78 1.86  0.224
H 1.99 4.26 -4.55  0.183
H 1.60 5.25 -3.10  0.177
H -3.39 -4.97 2.16  0.211
H 1.62 2.92 -2.66  0.232
H -3.91 -0.48 4.27  0.240
H -5.38 -4.43 3.52  0.212
H 0.88 0.41 2.46  0.281
H 5.88 -2.63 -1.59  0.218
H -5.64 -2.23 4.56  0.213
H 1.30 5.89 -4.73  0.203
H 4.37 -1.21 -2.98  0.236
H -1.42 0.04 -1.84  0.227
H 0.23 -1.66 1.46  0.235
H 0.17 2.00 2.89  0.249

The value obtained for the lowest unoccupied orbital energy is 0.297 eV. The energy relative to the best compared isomer or geometry (same formula, charge and spin) is 37.3 kcal per mole.


# 3
Entry from the Open Molecules 2025 dataset: a molecular structure, C25H19N6O2RuS4 (ωB97M-V/def2-TZVPD).

Last column: Löwdin spin population.
Atoms and positions in Å:
Ru -0.45 0.53 0.77  0.711
S -2.09 -1.13 -0.03  0.007
S -2.15 1.84 1.66  0.106
S 2.03 -0.42 -1.20  0.004
S 0.92 2.38 1.04  0.104
O 1.14 0.31 -2.07  0.001
O 3.40 0.02 -1.10  0.000
N 1.31 -0.50 0.25  0.011
N -3.62 0.64 -1.38  0.010
N -1.36 1.11 -1.12  0.004
N 0.06 -0.38 2.56  -0.002
N 0.57 6.02 0.41  -0.005
N -3.40 5.23 0.92  0.003
C -2.39 0.28 -0.93  0.005
C 0.92 -1.69 4.86  0.000
C -0.26 3.65 1.00  0.004
C 1.71 -1.75 3.69  0.000
C 0.91 -4.14 -2.24  0.000
C 3.26 -2.64 -2.24  0.000
C -0.65 -0.34 3.67  0.002
C -0.28 2.99 -2.21  0.001
C 0.20 4.97 0.69  -0.001
C -3.85 1.81 -2.03  -0.002
C -0.25 -0.99 4.85  0.000
C 2.07 -2.10 -1.78  0.001
C -1.49 2.22 -1.84  -0.002
C -1.59 3.42 1.21  0.022
C 2.93 -2.45 3.62  0.001
C -2.57 4.45 1.08  0.002
C 3.27 -3.95 -2.70  0.000
C -2.77 2.59 -2.31  0.003
C 3.63 -2.45 2.44  0.000
C -5.26 2.15 -2.35  0.000
C 2.10 -4.70 -2.71  0.000
C 1.94 -1.14 1.30  0.001
C 3.15 -1.81 1.29  0.000
C 1.23 -1.09 2.54  0.003
C 0.89 -2.84 -1.78  0.000
H -5.79 1.30 -2.78  0.000
H 4.58 -2.97 2.38  0.000
H -2.90 3.52 -2.85  0.000
H -4.39 0.03 -1.13  0.000
H 2.11 -5.72 -3.07  0.000
H -0.88 -0.92 5.72  0.000
H 0.00 -4.73 -2.24  0.000
H 1.26 -2.19 5.75  0.000
H 4.19 -4.38 -3.07  0.000
H -5.78 2.44 -1.43  0.000
H -5.31 2.98 -3.04  0.000
H 4.15 -2.04 -2.22  0.000
H 0.08 2.58 -3.15  0.000
H -1.56 0.25 3.65  0.003
H -0.51 4.05 -2.35  0.000
H 0.51 2.85 -1.49  0.002
H 3.75 -1.82 0.40  0.000
H -0.02 -2.39 -1.41  0.000
H 3.31 -2.95 4.50  0.000

The value obtained for the lowest unoccupied orbital energy (alpha / beta) is -1.030 / -1.415 eV. The energy relative to the best compared isomer or geometry (same formula, charge and spin) is 0.7 kcal per mole. Its spin multiplicity is 2.


# 4
Entry from the Open Molecules 2025 dataset: a molecular structure, C25H20Br2N4O7SV (ωB97M-V/def2-TZVPD).

Last column: Löwdin spin population.
Atoms and positions in Å:
Br -3.57 5.01 2.07  0.000
Br -2.04 -0.80 2.40  0.001
V 0.49 -0.49 -0.36  1.024
S 0.91 -1.67 -2.58  0.002
O 2.32 -1.77 -2.77  -0.001
O 0.83 1.41 -0.02  0.013
O 0.58 -0.16 -2.11  -0.029
O 0.06 -2.00 -3.68  -0.001
O 0.53 4.03 0.24  0.001
O 0.54 -1.33 1.15  -0.039
O 0.45 -2.31 -1.26  0.029
N 2.97 0.78 -0.59  -0.005
N 2.44 -0.42 -0.12  -0.021
N -2.08 1.90 -0.16  0.002
N -1.81 -0.88 -0.40  0.000
C 2.98 5.59 -1.90  0.000
C -3.93 -2.66 -0.73  0.002
C 0.81 -3.24 2.54  -0.004
C -3.60 -2.60 -3.25  0.000
C -2.51 -1.35 0.64  0.002
C 3.18 -1.36 0.33  0.021
C 3.45 3.25 -1.86  0.000
C 1.62 -4.29 2.95  0.005
C 2.61 -2.44 1.14  -0.004
C -2.62 2.65 0.80  0.000
C 3.76 4.51 -2.31  0.000
C 3.42 -3.49 1.59  0.005
C 2.37 3.04 -1.01  0.000
C 1.91 5.41 -1.06  0.000
C 2.03 1.69 -0.54  0.000
C -3.27 -2.17 -1.84  0.000
C 1.59 4.14 -0.60  0.000
C -2.78 4.03 0.67  0.000
C -3.56 -2.23 0.53  0.000
C -2.25 -1.28 -1.61  0.002
C 2.92 -4.42 2.48  -0.004
C -1.68 2.52 -1.27  0.000
C -1.81 3.88 -1.48  0.000
C 1.30 -2.34 1.62  0.002
C -2.37 4.66 -0.49  0.000
H 3.55 -5.24 2.81  0.000
H -4.57 -3.09 -3.30  0.000
H 4.60 4.67 -2.98  0.000
H -0.19 -3.12 2.92  0.000
H -4.74 -3.37 -0.85  0.000
H -2.93 2.15 1.72  0.000
H 4.44 -3.56 1.23  0.000
H -2.49 5.73 -0.60  0.000
H -1.23 1.89 -2.03  0.000
H -1.73 -0.86 -2.46  0.000
H 4.03 2.38 -2.17  0.000
H 1.23 -5.01 3.67  0.000
H -4.07 -2.58 1.42  0.000
H 3.21 6.59 -2.26  0.000
H -1.46 4.33 -2.40  0.000
H 1.29 6.24 -0.73  0.000
H 4.25 -1.29 0.18  0.000
H 0.36 3.09 0.42  0.000
H -2.84 -3.29 -3.61  0.000
H -3.60 -1.74 -3.93  0.000

The value obtained for the lowest unoccupied orbital energy (alpha / beta) is -1.143 / -0.882 eV. The energy relative to the best compared isomer or geometry (same formula, charge and spin) is 19.8 kcal per mole. Its spin multiplicity is 2.


no.,largest force on an atom (eV/Å)
1,1.53
2,0.89
3,0.91
4,2.57